The following is a quantum chemistry calculation of a structure of composition C9H30NO9V, from the Open Molecules 2025 dataset.

Summary:
Lowest unoccupied orbital energy, eV: -0.81

ORCA input file:
```
! RIJCOSX wB97M-V def2-TZVPD def2/J DEFGRID3
* xyz 0 1
V -2.74 12.64 -3.71
O -2.59 12.85 -6.08
O -0.46 13.31 -3.69
O -4.33 12.66 -3.70
O -2.79 14.93 -3.94
O -6.44 11.22 -4.92
O -2.02 11.20 -3.33
O -2.41 13.24 -1.53
O -3.17 10.11 -0.69
O 0.83 10.78 -2.63
N -3.57 12.23 -6.90
C -2.43 10.73 -8.66
C -3.26 10.87 -7.37
C -5.73 12.15 -8.25
C -3.83 13.70 -9.02
C -4.52 13.02 -7.78
C -5.44 10.79 -8.73
C -5.22 14.19 -7.02
C -2.64 9.98 -6.30
C -4.56 10.07 -7.76
H -5.68 11.71 -5.24
H -5.59 14.01 -6.02
H -6.85 11.81 -4.28
H -2.60 9.75 -1.37
H -6.41 12.21 -7.39
H -6.18 12.70 -9.07
H -3.30 9.76 -5.46
H -5.06 10.83 -9.75
H -3.07 15.50 -3.21
H -1.50 13.17 -1.26
H -1.95 9.78 -8.90
H -2.88 13.53 -0.75
H -2.63 15.54 -4.66
H 1.53 10.38 -3.14
H -1.75 10.44 -5.89
H -5.10 10.11 -6.81
H -2.34 9.02 -6.71
H -6.38 10.27 -8.91
H -2.88 14.18 -8.76
H -0.08 14.10 -3.32
H -3.45 13.05 -9.81
H -4.33 9.03 -8.00
H -6.11 14.62 -7.47
H 0.07 12.60 -3.34
H -1.54 11.35 -8.57
H 0.15 10.11 -2.59
H -2.91 11.18 -9.53
H -2.99 11.05 -0.71
H -4.46 14.44 -9.51
H -4.55 15.04 -6.88
*
```

=====

The following is a quantum chemistry calculation of a cluster of 5 separate species, C9H30O11P2 in total, from the Open Molecules 2025 dataset.

Summary:
Lowest unoccupied orbital energy, eV: 0.50
SMILES string: COP(=O)(OC)OC.COP(=O)(OC)OC.CO.CO.CO

ORCA input file:
```
! RIJCOSX wB97M-V def2-TZVPD def2/J DEFGRID3
* xyz 0 1
P -2.13 -2.70 -2.52
P 1.72 -0.48 1.86
O -1.49 -3.79 -1.57
O -1.24 -2.06 -3.46
O 2.27 4.58 -0.80
O 4.60 2.38 1.13
O 1.81 -0.79 0.32
O -3.33 -3.54 -3.13
O -1.99 2.86 -1.06
O 2.88 -0.85 2.64
O 1.34 1.06 1.89
O -2.82 -1.66 -1.53
O 0.41 -1.24 2.32
C 1.70 3.75 0.20
C -0.76 -1.20 1.53
C 2.30 0.17 -0.61
C -4.47 -2.89 -3.67
C 4.73 2.24 2.55
C -1.85 1.80 -0.13
C -0.07 -3.91 -1.47
C -3.67 -2.10 -0.47
C 0.59 1.61 2.97
H 0.17 -4.96 -1.40
H 3.12 4.19 -1.02
H -5.36 -3.18 -3.11
H -1.58 -0.78 2.13
H -3.81 -3.18 -0.47
H 2.89 0.96 -0.13
H 3.95 2.83 3.02
H -2.20 2.12 0.85
H -0.66 -0.65 0.59
H 2.91 -0.35 -1.35
H -4.66 -1.65 -0.60
H -2.45 0.95 -0.46
H 0.42 -3.48 -2.33
H -4.62 -3.22 -4.70
H 5.47 2.23 0.73
H 0.29 0.84 3.69
H 0.97 4.32 0.78
H -0.80 1.51 -0.05
H 5.71 2.56 2.89
H -4.37 -1.81 -3.70
H -1.10 -2.21 1.31
H -0.32 2.05 2.59
H 4.58 1.20 2.85
H 1.48 0.65 -1.14
H -3.23 -1.76 0.46
H 2.43 3.22 0.80
H 1.13 2.94 -0.29
H 0.27 -3.40 -0.56
H 1.21 2.31 3.52
H -2.37 2.52 -1.88
*
```

=====

The following is a quantum chemistry calculation of a cluster of 6 separate species, C9H30O6 in total, from the Open Molecules 2025 dataset.

Summary:
Lowest unoccupied orbital energy, eV: 0.20
SMILES string: CC(C)O.CC(C)O.CC(C)O.O.O.O

ORCA input file:
```
! RIJCOSX wB97M-V def2-TZVPD def2/J DEFGRID3
* xyz 0 1
O -17.20 -4.11 -1.66
O -13.75 0.62 -2.31
O -14.62 9.10 -2.82
O -18.89 1.03 -4.25
O -22.89 1.97 1.50
O -23.37 -0.67 -6.35
C -18.37 -5.55 -3.13
C -20.44 1.79 1.91
C -21.67 2.73 1.54
C -15.97 8.85 -3.16
C -18.08 -6.21 -0.70
C -16.85 10.17 -2.90
C -21.80 3.85 2.56
C -16.55 7.58 -2.51
C -18.28 -5.05 -1.70
H -17.97 1.28 -4.39
H -16.01 8.67 -4.24
H -15.87 6.75 -2.66
H -19.58 2.30 2.35
H -22.76 4.30 2.30
H -21.46 3.26 0.61
H -20.05 1.31 1.01
H -17.52 -6.14 -3.48
H -23.42 -1.59 -6.11
H -18.90 -6.92 -0.84
H -17.56 7.27 -2.80
H -19.11 -4.43 -1.37
H -14.12 0.05 -1.65
H -21.98 3.52 3.58
H -16.41 11.07 -3.33
H -13.45 0.04 -3.00
H -17.25 -6.85 -1.00
H -20.77 1.03 2.62
H -23.28 1.82 2.36
H -16.52 -4.32 -2.29
H -17.73 9.98 -3.52
H -14.17 9.76 -3.35
H -21.06 4.65 2.54
H -16.95 10.21 -1.82
H -17.83 -5.76 0.26
H -16.58 7.76 -1.43
H -22.56 -0.36 -5.93
H -18.84 0.23 -3.72
H -19.24 -6.14 -3.43
H -18.38 -4.59 -3.64
*
```

=====

The following is a quantum chemistry calculation of a structure of composition C9H30O8V, from the Open Molecules 2025 dataset.

Summary:
Lowest unoccupied orbital energy (spin up / spin down), eV: -7.18 / -12.43

ORCA input file:
```
! RIJCOSX wB97M-V def2-TZVPD def2/J DEFGRID3
* xyz 2 2
V -1.84 28.63 -6.88
O 0.21 32.96 -5.59
O -1.96 29.88 -7.92
O 0.09 28.00 -7.90
O -2.64 27.45 -7.62
O -0.84 28.38 -10.76
O -1.95 27.37 -4.95
O -3.34 29.89 -5.66
O -0.55 29.92 -5.50
C -0.49 35.04 -7.06
C -1.59 28.00 -11.95
C -0.90 26.73 -12.45
C 0.09 32.61 -7.88
C 2.32 27.73 -7.97
C -3.06 27.78 -11.50
C -0.45 33.51 -6.72
C 0.75 25.74 -7.69
C 1.04 27.25 -7.31
H -1.04 25.95 -11.71
H -3.27 30.11 -4.73
H -2.43 26.85 -4.30
H 0.19 26.82 -12.46
H -1.03 35.60 -6.30
H -1.61 28.71 -12.78
H -0.29 30.77 -5.86
H -0.91 35.19 -8.06
H -0.24 27.71 -8.76
H -1.38 26.47 -13.40
H -1.49 33.24 -6.55
H -0.31 33.08 -4.79
H 0.74 25.58 -8.76
H 1.02 27.34 -6.23
H -3.09 27.01 -10.73
H -0.28 32.80 -8.89
H 1.17 32.76 -7.96
H -0.11 29.88 -4.65
H 2.21 27.74 -9.05
H -4.13 30.35 -5.94
H -3.47 28.72 -11.13
H 3.17 27.08 -7.73
H -1.27 27.81 -4.44
H -1.31 29.17 -10.48
H 1.57 25.13 -7.29
H 2.56 28.72 -7.56
H -3.72 27.53 -12.34
H 0.54 35.36 -7.17
H -0.07 31.54 -7.78
H -0.20 25.37 -7.31
*
```

=====

| no. | F_max (eV/A) |
| --- | --- |
| 1 | 2.82 |
| 2 | 1.36 |
| 3 | 2.58 |
| 4 | 5.85 |